1.
Formula: C35H43ClP2Si2Zr
Source: the OMol25 dataset
Level of theory: the ωB97M-V functional and the def2-TZVPD basis

Results
Max |F|, eV/Å: 4.7
Lowest unoccupied orbital energy (alpha / beta), eV: -7.570 / -7.564
Spin multiplicity: 1
Highest occupied orbital energy (alpha / beta), hartree: -0.4175 / -0.4176
Charge: +2
Gap between HOMO and LUMO (alpha / beta), eV: 3.79 / 3.80
E, eV: -85113.183

Positions of all 84 atoms, in Å:
C1 2.83618 -2.59953 2.53052
C2 2.53814 -2.71463 1.11802
C3 3.07696 -1.55056 0.46078
H1 2.09876 -3.58458 0.63022
C4 3.68798 -0.71453 1.46472
C5 3.53871 -1.35697 2.73460
H2 3.97033 -1.02060 3.68008
H3 2.70272 -3.37273 3.28347
H4 3.08424 -1.37429 -0.61154
H5 4.22826 0.20909 1.28168
Zr1 1.38093 -0.81711 1.90010
Si1 -0.89522 0.63463 -0.10119
C6 -1.58289 -0.87453 -1.04259
C7 -2.94843 -1.12131 -1.23719
H6 -3.67426 -0.42753 -0.81431
C8 -3.36169 -2.21968 -2.00001
H7 -4.43318 -2.38628 -2.15247
C9 -2.43608 -3.12636 -2.52079
H8 -2.76734 -3.99103 -3.09627
C10 -1.07070 -2.91082 -2.28688
H9 -0.32888 -3.61274 -2.65889
C11 -0.65832 -1.80625 -1.54015
H10 0.41383 -1.70179 -1.33016
C12 0.99265 0.99657 -0.50959
C13 1.47140 0.57973 -1.77759
H11 0.81522 0.00418 -2.43506
C14 2.72632 0.97375 -2.24300
H12 3.02486 0.68892 -3.25027
C15 3.55971 1.76143 -1.44758
H13 4.52800 2.08011 -1.83623
C16 3.12570 2.14397 -0.18079
H14 3.78622 2.75291 0.44274
C17 1.85855 1.77201 0.30230
H15 1.51198 2.17231 1.27135
H16 -0.19238 -0.63483 0.74942
Si2 -1.08503 1.97959 -1.91411
C18 -0.14922 3.45929 -2.48894
C19 -0.07764 3.73710 -3.87710
H17 -0.80986 3.30061 -4.56922
C20 0.96652 4.52097 -4.37574
H18 1.09551 4.63637 -5.45493
C21 1.86184 5.13375 -3.49139
H19 2.70357 5.71376 -3.87667
C22 1.68118 5.00616 -2.10991
H20 2.37183 5.49559 -1.42196
C23 0.63963 4.22173 -1.61010
H21 0.46731 4.14761 -0.53065
C24 -2.11806 1.38278 -3.32490
C25 -1.55183 0.54152 -4.29982
H22 -0.47372 0.35401 -4.30956
C26 -2.38232 -0.09052 -5.22851
H23 -1.95087 -0.81111 -5.93198
C27 -3.76081 0.16066 -5.23948
H24 -4.40878 -0.36170 -5.94401
C28 -4.32360 1.03473 -4.29528
H25 -5.40879 1.19682 -4.28328
C29 -3.50193 1.66239 -3.34612
H26 -3.93556 2.33313 -2.59616
H27 -2.03556 2.14186 -0.69872
Cl1 -1.71423 1.19026 1.78356
C30 0.50198 1.76329 4.58252
P1 0.45481 -0.01317 4.23697
C31 1.43500 -0.69707 5.61201
C32 -1.29960 -0.54356 4.58464
C33 -1.80925 -1.68736 3.67648
P2 -0.47505 -2.55911 2.74936
C34 -1.44619 -3.55910 1.57360
C35 0.03603 -3.81407 3.98523
H28 1.50680 2.12118 4.31412
H29 -0.26001 2.28860 3.99208
H30 0.33287 1.91511 5.65662
H31 1.75025 -1.72991 5.41588
H32 2.32786 -0.06541 5.71642
H33 0.84141 -0.64553 6.53495
H34 -1.34050 -0.82716 5.64574
H35 -1.92452 0.35412 4.46205
H36 -2.35185 -2.43606 4.26974
H37 -2.51027 -1.28643 2.93375
H38 -0.81741 -4.39609 1.23594
H39 -2.34365 -3.94626 2.08158
H40 -1.72978 -2.93724 0.71062
H41 0.65084 -4.56845 3.47880
H42 0.62089 -3.37570 4.80235
H43 -0.85858 -4.29290 4.40603

***

2.
Formula: C35H43FN2O7PS
Source: the OMol25 dataset
Level of theory: the ωB97M-V functional and the def2-TZVPD basis

Results
Max |F|, eV/Å: 1.0
Lowest unoccupied orbital energy, eV: 1.055
Spin multiplicity: 1
Highest occupied orbital energy, hartree: -0.1864
Charge: -1
Gap between HOMO and LUMO, eV: 6.13
E, eV: -77146.354

Positions of all 90 atoms, in Å:
C1 1.37238 4.76814 5.99654
C2 1.68130 3.66373 5.64693
C3 2.04148 2.33151 5.16876
C4 1.68441 2.18001 3.65401
O1 0.84487 1.05427 3.40989
C5 -0.55067 1.33864 3.32385
C6 -1.08477 1.95737 4.62068
C7 -2.56768 1.70566 4.89584
C8 -2.92571 0.23203 5.11301
C9 -4.05394 -0.22005 4.19869
O2 -3.71211 0.13078 2.89440
C10 -4.73413 -0.08001 1.94301
C11 -0.89616 2.11393 2.00276
N1 -1.76018 3.31020 2.32946
C12 -1.28333 4.40291 2.43375
S1 -0.69182 5.86604 2.49628
O3 -1.63642 1.38338 1.08717
C13 -0.93603 0.78429 0.00221
N2 0.24760 0.09316 0.51835
C14 -0.44451 1.78174 -1.04689
C15 -1.46267 2.72806 -1.65817
C16 -1.92925 3.87054 -0.77551
F1 -2.57876 2.04210 -2.12370
C17 -1.86731 -0.29229 -0.67206
O4 -1.26665 -0.89409 -1.60267
O5 -3.00280 -0.47475 -0.23096
P1 3.30839 1.99037 2.76207
C18 2.93530 2.25399 0.99538
C19 2.65846 3.73647 0.69842
C20 3.67160 0.20232 2.99384
C21 2.93789 -0.80142 2.08152
H1 1.09419 5.79170 6.04042
H2 3.11936 2.24135 5.30502
H3 1.53718 1.56997 5.75431
H4 1.22960 3.11175 3.31627
H5 -1.05425 0.38179 3.19995
H6 -0.85906 3.02003 4.69119
H7 -0.53806 1.47626 5.43403
H8 -2.80106 2.23919 5.82083
H9 -3.17623 2.16569 4.12325
H10 -2.07386 -0.42538 4.92971
H11 -3.25037 0.04356 6.13698
H12 -4.22457 -1.30057 4.30366
H13 -4.98942 0.27488 4.50567
H14 -4.68704 -1.09355 1.54571
H15 -5.72036 0.13408 2.37029
H16 -4.55484 0.58374 1.10375
H17 0.02274 2.51453 1.56977
H18 0.70371 -0.31353 -0.29172
H19 -0.08319 -0.69180 1.07346
H20 0.00702 1.18494 -1.83596
H21 0.34767 2.39445 -0.60517
H22 -0.98921 3.17329 -2.53978
H23 -1.06571 4.33367 -0.29729
H24 -2.67066 3.54893 -0.05260
H25 -2.37554 4.63852 -1.40818
H26 3.83011 1.94756 0.44933
H27 2.11873 1.64023 0.61356
H28 2.00984 4.19680 1.44105
H29 2.17120 3.80775 -0.27368
H30 3.59516 4.28317 0.61818
H31 4.74301 0.04438 2.89908
H32 3.38707 -0.01386 4.02436
H33 3.48843 -1.73972 2.02558
H34 1.95882 -1.02456 2.49689
H35 2.75962 -0.39105 1.09278
C22 1.76905 -5.64143 -9.40457
C23 0.44457 -5.24857 -9.56891
C24 -0.25650 -4.70817 -8.50479
C25 0.35952 -4.56509 -7.26760
C26 1.68113 -4.97466 -7.09854
C27 2.38532 -5.50536 -8.17287
C28 2.35465 -4.86717 -5.76917
O6 3.51017 -5.22239 -5.63792
C29 1.56767 -4.32582 -4.63467
C30 2.15572 -4.26031 -3.37893
C31 1.44101 -3.74795 -2.30769
C32 0.13944 -3.28875 -2.47898
C33 -0.45284 -3.35137 -3.73107
C34 0.25044 -3.87603 -4.80833
C35 -0.41365 -3.96327 -6.13612
O7 -1.54671 -3.57027 -6.31519
H36 2.31848 -6.05718 -10.23947
H37 -0.03938 -5.36360 -10.53030
H38 -1.28450 -4.39369 -8.62075
H39 3.41288 -5.81035 -8.03084
H40 3.16987 -4.61333 -3.25037
H41 1.90250 -3.70033 -1.32916
H42 -0.41610 -2.86446 -1.65435
H43 -1.46157 -2.98768 -3.86706

***

3.
Formula: C35H43N8O2PdSi2
Source: the OMol25 dataset
Level of theory: the ωB97M-V functional and the def2-TZVPD basis

Results
Max |F|, eV/Å: 1.6
Energy relative to the best compared isomer or geometry (same formula, charge and spin), kcal per mole: 0.0
Lowest unoccupied orbital energy (alpha / beta), eV: -3.186 / -3.188
Spin multiplicity: 1
Highest occupied orbital energy (alpha / beta), hartree: -0.4054 / -0.4054
Charge: +1
Gap between HOMO and LUMO (alpha / beta), eV: 7.85 / 7.84
E, eV: -72240.159

Positions of all 91 atoms, in Å:
Pd1 0.04762 0.03282 0.07340
C1 -1.18587 0.80115 -5.50320
N1 -1.04595 0.15808 -4.19954
C2 -0.95845 0.72492 -2.99999
N2 -1.04349 -0.19641 -2.05236
C3 -1.15722 -1.35256 -2.77547
N3 -1.18322 -1.18479 -4.07514
C4 -2.59078 1.32957 -5.72332
C5 -2.87137 2.12328 -6.83118
C6 -4.14737 2.63637 -7.01771
C7 -5.15389 2.38136 -6.09740
C8 -4.87508 1.58752 -4.99400
C9 -3.60151 1.05212 -4.81976
C10 -5.89308 1.34479 -3.96840
N4 -7.06014 1.86093 -3.83534
N5 -7.58091 1.35008 -2.63564
C11 -6.67874 0.57374 -2.15884
O1 -5.57754 0.50901 -2.94625
C12 -6.67372 -0.18291 -0.90551
C13 -7.64929 0.06430 0.05601
C14 -7.61692 -0.63121 1.25279
C15 -6.61555 -1.56435 1.49439
C16 -5.64663 -1.82384 0.53223
C17 -4.61637 -2.89445 0.77994
N6 -3.24135 -2.38191 0.93624
C18 -2.53139 -1.57324 0.15958
N7 -1.29799 -1.47886 0.63841
C19 -1.32506 -2.26902 1.75091
N8 -2.47874 -2.84626 1.95691
C20 -5.68954 -1.13389 -0.67320
H1 -0.92321 0.04784 -6.24121
H2 -0.46269 1.61237 -5.56799
H3 -0.86625 1.79045 -2.84576
H4 -1.23089 -2.33053 -2.32297
H5 -2.09094 2.34632 -7.55183
H6 -4.35546 3.25307 -7.88238
H7 -6.14678 2.79737 -6.22149
H8 -3.41534 0.42694 -3.95674
H9 -8.41828 0.79867 -0.14874
H10 -8.37345 -0.44667 2.00488
H11 -6.59736 -2.10372 2.43609
H12 -4.62005 -3.62901 -0.02354
H13 -4.82226 -3.41208 1.70997
H14 -2.91412 -1.06345 -0.70723
H15 -0.47479 -2.43646 2.39017
H16 -4.97762 -1.35175 -1.46267
C21 -0.89434 2.91492 0.86938
Si1 -1.01098 1.72661 2.31667
C22 -2.72090 0.98504 2.28176
C23 -0.74072 2.63395 3.91127
C24 0.29918 0.39024 2.10665
Si2 2.12449 0.79322 2.11604
C25 2.75211 0.71654 3.86990
C26 2.51283 2.47096 1.41641
C27 3.02870 -0.54991 1.16679
H17 -1.83709 3.46128 0.76245
H18 -0.71400 2.39870 -0.07874
H19 -0.09067 3.64514 0.99873
H20 -3.45824 1.71027 2.64232
H21 -2.79536 0.09176 2.91246
H22 -2.99956 0.71293 1.26181
H23 -1.52037 3.38764 4.06291
H24 0.22938 3.14163 3.92109
H25 -0.76790 1.94459 4.76133
H26 0.11012 -0.51681 2.68065
H27 2.30007 1.49594 4.49311
H28 3.83986 0.85231 3.89747
H29 2.52511 -0.25442 4.32377
H30 2.27755 3.25865 2.13855
H31 1.96475 2.67656 0.49658
H32 3.58289 2.52711 1.19406
H33 3.27608 -1.37471 1.84317
H34 3.96468 -0.17166 0.74162
H35 2.44046 -0.97179 0.35208
C28 3.38302 2.32010 -2.27387
C29 2.41123 1.17556 -2.16477
O2 1.48483 1.24642 -1.37088
C30 2.60463 -0.01060 -3.04324
C31 2.23558 -1.27967 -2.60999
C32 2.43354 -2.38318 -3.42198
C33 2.96446 -2.22095 -4.69457
C34 3.31709 -0.95446 -5.14590
C35 3.15969 0.14366 -4.31479
H36 3.16867 3.05505 -1.50308
H37 3.30490 2.80225 -3.25171
H38 4.40648 1.95245 -2.17568
H39 1.81055 -1.40620 -1.62651
H40 2.17565 -3.37273 -3.06423
H41 3.11268 -3.08295 -5.33264
H42 3.72474 -0.82369 -6.14044
H43 3.45851 1.12235 -4.66701